Record 1
Here is the molecule C6H12O from the Open Molecules 2025 dataset. Energies are from ωB97M-V/def2-TZVPD.

The value obtained for the molar mass is 100.16 g mol⁻¹. Its SMILES is C[C@H]1OCC1(C)C. The HOMO energy is -9.557 eV. As for the energy relative to the best compared isomer or geometry (same formula, charge and spin): 98.66 kJ/mol. The spin multiplicity is 1. The value obtained for the energy is -8463.33135 eV. The calculation puts the LUMO energy at 0.941 eV.

CARTESIAN COORDINATES (ANGSTROEM)
O: 0.8481 1.7173 0.1137
C: -0.4059 -0.0095 0.3049
C: 1.6946 -0.1165 -1.2849
C: -0.5702 1.5126 0.1340
C: 1.0942 0.2990 0.0447
C: -0.6657 -0.4640 1.7383
C: -1.1145 -0.9140 -0.6920
H: -0.1609 0.1916 2.4569
H: 2.7263 0.2399 -1.3683
H: 1.7020 -1.2083 -1.3837
H: 1.1283 0.3025 -2.1223
H: -0.9698 -0.5854 -1.7259
H: -0.3035 -1.4867 1.8997
H: -1.0348 1.8311 -0.8094
H: -2.1926 -0.9432 -0.4969
H: 1.7511 -0.0146 0.8676
H: -1.0516 2.0375 0.9694
H: -0.7363 -1.9406 -0.6111
H: -1.7389 -0.4487 1.9653


Record 2
Here is the molecule C4H11NS at a distorted geometry from the Open Molecules 2025 dataset. Energies are from ωB97M-V/def2-TZVPD.

The value obtained for the molar mass is 105.21 g mol⁻¹. Its SMILES is CN[C@@H](C)CS. The HOMO energy is -8.919 eV. As for the energy relative to the best compared isomer or geometry (same formula, charge and spin): 36.37 kJ/mol. The spin multiplicity is 1. The value obtained for the energy is -16651.41631 eV. The calculation puts the LUMO energy at 0.964 eV.

CARTESIAN COORDINATES (ANGSTROEM)
S: -3.0639 -0.4802 0.1276
N: 0.9361 -0.6314 -0.6715
C: -0.1866 1.2447 0.5798
C: 2.1450 -0.7260 0.1411
C: -1.4902 -0.4550 -0.7706
C: -0.2381 -0.2117 0.0753
H: 2.9485 -1.1110 -0.4980
H: 2.5237 0.1864 0.6344
H: -0.3306 -0.8248 0.9816
H: -1.0867 1.4966 1.1307
H: -0.0309 1.9443 -0.2200
H: 1.2034 0.0339 -1.3923
H: -1.4904 0.2420 -1.6173
H: -3.0541 0.8194 0.4801
H: 0.6409 1.3317 1.3005
H: 1.9899 -1.4214 0.9764
H: -1.4160 -1.4376 -1.2579


Record 3
Here is a cluster of 18 separate species, C48H105Cl12N15O15 in total at a distorted geometry from the Open Molecules 2025 dataset. Energies are from ωB97M-V/def2-TZVPD.

The value obtained for the molar mass is 1557.89 g mol⁻¹. The HOMO energy is -9.001 eV. The spin multiplicity is 1. The value obtained for the energy is -254820.61771 eV. The calculation puts the LUMO energy at 0.174 eV.

CARTESIAN COORDINATES (ANGSTROEM)
Cl: -7.9779 -25.5262 -10.7460
Cl: -8.5236 -26.8145 -14.0613
Cl: -10.9214 -26.8881 -15.6553
Cl: -5.8623 -24.5086 -12.4067
Cl: -11.0040 -27.1507 -12.7771
Cl: -8.8828 -24.3257 -7.2736
Cl: -6.2181 -23.4147 -9.7822
Cl: -10.9771 -22.5424 -6.4480
Cl: -8.1338 -22.8291 -11.7812
Cl: -11.4729 -25.4031 -6.4192
Cl: -11.2354 -24.0192 -8.9174
Cl: -10.5117 -24.6387 -13.9934
O: -7.8431 -16.5706 -9.0028
O: -13.8529 -24.8017 -13.8987
O: -9.1834 -20.0126 -15.7041
O: -9.7123 -24.5286 -18.1306
O: -12.4439 -14.0039 -10.2315
O: -10.7585 -19.4527 -10.8136
O: -15.8226 -26.5315 -17.6004
O: -6.9155 -21.1431 -6.8649
O: -14.5649 -19.1392 -16.9701
O: -19.1344 -23.0708 -14.8140
O: -14.6240 -18.1495 -12.1075
O: -8.9934 -16.5303 -14.3552
O: -13.2494 -20.6479 -8.4767
O: -5.0774 -20.9592 -12.5936
O: -16.5773 -23.0724 -10.3489
N: -15.2589 -22.4534 -8.6853
N: -7.2093 -20.2599 -16.8109
N: -15.3814 -18.4307 -14.9725
N: -12.2557 -21.1123 -11.1393
N: -10.3092 -22.6912 -17.0153
N: -13.9580 -15.9963 -11.8326
N: -14.9785 -26.7932 -13.8628
N: -11.4915 -19.3188 -7.9475
N: -7.4364 -16.6099 -11.2277
N: -4.0305 -20.2532 -10.7295
N: -17.9366 -22.2961 -13.0050
N: -10.8323 -17.2508 -15.4066
N: -10.3458 -14.7474 -10.2628
N: -17.1321 -25.1508 -18.7191
N: -7.0347 -18.9315 -7.3786
C: -13.4836 -17.5974 -10.0576
C: -8.5425 -17.5036 -11.4903
C: -11.5466 -17.5726 -14.1773
C: -5.9761 -18.4830 -6.4902
C: -18.9501 -22.9635 -13.6180
C: -13.7259 -20.1859 -14.9194
C: -14.2209 -27.4024 -14.9025
C: -15.9322 -24.8780 -12.7330
C: -8.1673 -23.7561 -16.4124
C: -7.8547 -20.4841 -18.0749
C: -11.6045 -22.8441 -17.6159
C: -16.2855 -25.4007 -17.6833
C: -8.9139 -16.7568 -16.7485
C: -7.3394 -20.2274 -7.5241
C: -16.5108 -20.6936 -9.9498
C: -16.9039 -21.6277 -13.7447
C: -19.8668 -23.6288 -12.5949
C: -7.0458 -24.0828 -11.2041
C: -10.2329 -26.3792 -14.1599
C: -9.4158 -23.6605 -17.2868
C: -5.0509 -19.2136 -10.5479
C: -13.1548 -19.6821 -6.2693
C: -15.9747 -24.2415 -16.7669
C: -3.2384 -22.2623 -11.8591
C: -11.2294 -20.3737 -11.5115
C: -7.1687 -16.2144 -9.9588
C: -16.3437 -17.5602 -15.6497
C: -6.0177 -15.2299 -9.8284
C: -16.1332 -22.1450 -9.6769
C: -14.5647 -19.2107 -15.7398
C: -7.1218 -19.6873 -14.4548
C: -9.5719 -16.8350 -15.3817
C: -14.6400 -15.6366 -13.0016
C: -10.2402 -14.3151 -11.6449
C: -4.1904 -21.1287 -11.7851
C: -17.5263 -26.1482 -19.6676
C: -10.6329 -24.0746 -7.2569
C: -11.5139 -14.4982 -9.6124
C: -14.0951 -17.3013 -11.4153
C: -14.8331 -25.4747 -13.5483
C: -7.9586 -20.0042 -15.6587
C: -14.8110 -23.7962 -8.5283
C: -10.6202 -20.8083 -12.8401
C: -12.6130 -19.9424 -7.6631
C: -11.6163 -14.7281 -8.1462
C: -10.7011 -18.4854 -7.0220
C: -12.7789 -22.2435 -11.8903
C: -8.4630 -20.5101 -8.5079
H: -13.5419 -15.3222 -11.2186
H: -10.0578 -19.1579 -6.4545
H: -7.1668 -18.5876 -14.3133
H: -10.0005 -17.8082 -7.5004
H: -9.1983 -17.1327 -12.2602
H: -15.8283 -16.6077 -15.7114
H: -15.9355 -23.3031 -17.2694
H: -9.7455 -20.2158 -13.0976
H: -7.4830 -20.1897 -13.5749
H: -14.8158 -28.0355 -15.5451
H: -13.9711 -18.4361 -9.5621
H: -6.3947 -20.8564 -16.6337
H: -20.2285 -24.5469 -13.0522
H: -15.6239 -24.4293 -8.1857
H: -16.7425 -24.1313 -16.0074
H: -15.8151 -27.2574 -13.5440
H: -14.4487 -24.2424 -9.4566
H: -20.6514 -22.8703 -12.4017
H: -11.2744 -20.5348 -13.6491
H: -18.6145 -26.2112 -19.6891
H: -16.1164 -21.2837 -13.0525
H: -6.2671 -17.5603 -6.0051
H: -10.8355 -14.9343 -12.3618
H: -15.6512 -16.0962 -13.0290
H: -17.2800 -20.7748 -14.2905
H: -12.4275 -17.7242 -10.1979
H: -13.6234 -22.6766 -11.3372
H: -17.5807 -20.4943 -9.9678
H: -6.9419 -16.2109 -12.0048
H: -11.3771 -16.8194 -13.4202
H: -9.1289 -17.6633 -10.5787
H: -7.5776 -18.2737 -7.9345
H: -14.6809 -21.6948 -8.3046
H: -13.2154 -22.0022 -12.8552
H: -3.2449 -22.7085 -12.8468
H: -13.4584 -27.9579 -14.3742
H: -16.4173 -25.5840 -12.0549
H: -14.1616 -15.8984 -13.9507
H: -7.8778 -17.0751 -16.8069
H: -5.3131 -15.4581 -9.0268
H: -17.1987 -27.1246 -19.3469
H: -16.6735 -24.4810 -13.4386
H: -13.6069 -16.7399 -9.3938
H: -8.6558 -19.7434 -9.2403
H: -11.7052 -13.7611 -7.6933
H: -4.6107 -18.3813 -9.9677
H: -15.5021 -24.0294 -12.2226
H: -8.5426 -21.3278 -18.0788
H: -11.2584 -19.3697 -8.9494
H: -5.9079 -19.5601 -9.9917
H: -16.0789 -20.3554 -10.8847
H: -11.5888 -22.6409 -18.6838
H: -12.6246 -20.9453 -10.1901
H: -14.2525 -21.1425 -15.0492
H: -4.9724 -18.3131 -6.9525
H: -15.2321 -18.3694 -13.9586
H: -12.6122 -17.7549 -14.3792
H: -6.3971 -14.2191 -9.6676
H: -11.9924 -22.9889 -11.9433
H: -7.2450 -23.8857 -16.9890
H: -15.0502 -24.3796 -16.2127
H: -16.1187 -20.0412 -9.1839
H: -14.0418 -20.2670 -6.1128
H: -12.4713 -15.3788 -8.0384
H: -13.4250 -18.6296 -6.2602
H: -13.7287 -19.9561 -13.8659
H: -8.0448 -22.8611 -15.7906
H: -14.0064 -23.7738 -7.8297
H: -19.3675 -23.7996 -11.6434
H: -14.7106 -14.5422 -13.0546
H: -11.3096 -17.9363 -6.2899
H: -11.1037 -18.4730 -13.7184
H: -17.7471 -24.3693 -18.6272
H: -2.2916 -22.0483 -11.3966
H: -10.5374 -13.2947 -11.6772
H: -9.0210 -15.7429 -17.1337
H: -8.1146 -18.4865 -11.8175
H: -12.7208 -20.2805 -15.2843
H: -10.4832 -21.9019 -12.8267
H: -10.0026 -21.8245 -16.5952
H: -9.5858 -15.2423 -9.8216
H: -13.6788 -26.6311 -15.4449
H: -10.6935 -15.2051 -7.8143
H: -9.3773 -20.7859 -7.9884
H: -17.1251 -25.9895 -20.6742
H: -6.0874 -20.0013 -14.5887
H: -8.4169 -19.5882 -18.2819
H: -16.6495 -18.0403 -16.5986
H: -9.4891 -17.3823 -17.4149
H: -17.7347 -22.6179 -12.0408
H: -3.4552 -20.4631 -9.9254
H: -3.7560 -22.9790 -11.2200
H: -7.1004 -20.6089 -18.8474
H: -9.1846 -14.3643 -11.9365
H: -5.8800 -19.2803 -5.7742
H: -17.2025 -17.4082 -14.9850
H: -8.1227 -21.4149 -9.0617
H: -8.2823 -24.5950 -15.7167
H: -11.9311 -23.8701 -17.4899
H: -12.4569 -19.8963 -5.4660
H: -11.2301 -17.6151 -16.2659
H: -5.3689 -18.8511 -11.5287
H: -5.4607 -15.1165 -10.7617
H: -16.4597 -22.3241 -14.4604
H: -12.2909 -22.1556 -17.0949


Record 4
Here is a structure of composition C30H28I2N5O2SbTi at a distorted geometry from the Open Molecules 2025 dataset. Energies are from ωB97M-V/def2-TZVPD.

Its expectation value of S² is 0.75. The value obtained for the molar mass is 914.02 g mol⁻¹. The HOMO energy (spin up / spin down) is -9.310 / -9.449 eV. As for the energy relative to the best compared isomer or geometry (same formula, charge and spin): 60.01 kJ/mol. The charge is +1. The spin multiplicity is 2. The value obtained for the energy is -88961.71182 eV. The calculation puts the LUMO energy (spin up / spin down) at -2.733 / -2.885 eV.

CARTESIAN COORDINATES (ANGSTROEM)
I: 2.9654 -2.6929 -5.9521
I: 0.8355 2.1655 -3.4599
Sb: -0.3293 2.7487 2.8469
Ti: -0.3329 0.6698 0.3055
O: 1.6937 1.3120 -0.1703
O: -0.3551 -0.1305 -1.3508
N: -2.0861 0.5246 1.5160
N: -0.3497 -2.7794 -1.5600
N: -1.0721 2.5737 -0.1472
N: 0.6687 0.0662 1.9375
N: 3.8900 1.4642 -0.4257
C: -3.1292 1.5543 3.3896
C: -4.2396 0.7272 3.2192
C: 0.9705 0.1052 -3.3214
C: 0.3346 -0.6400 -2.3779
C: 0.9862 1.1025 2.7687
C: 2.7932 0.7412 -0.1774
C: -3.1351 -0.2824 1.3514
C: -4.2398 -0.1896 2.2032
C: 0.4254 -4.8057 -2.5857
C: 2.5601 -1.1375 3.0024
C: -1.7538 3.0328 -1.2032
C: -2.0594 1.4372 2.5290
C: -0.6470 4.7947 0.5895
C: 1.9091 -1.5930 0.6307
C: 2.8080 -0.0845 3.7767
C: -1.8497 4.4085 -1.4289
C: -3.1173 -1.2910 0.2432
C: 1.7263 -0.5238 -4.3553
C: 1.8250 -1.8763 -4.4284
C: 3.0195 -0.7394 0.0302
C: -0.3189 -4.0824 -1.6250
C: 1.1300 -2.6962 -3.4878
C: 1.1422 -4.1133 -3.5071
C: 0.4248 -2.3046 2.4921
C: -2.4550 2.0702 -2.1081
C: 1.4014 -1.2270 2.0360
C: -1.2653 5.2901 -0.5554
C: 1.9580 1.1034 3.7037
C: -0.5657 3.4322 0.7756
C: 0.3700 -2.0738 -2.4819
H: -2.1479 -1.4154 -0.2390
H: 3.6443 -0.1025 4.4655
H: 1.7204 -4.6302 -4.2616
H: 0.0068 -2.0394 3.4636
H: 1.0541 -1.6381 -0.0519
H: -0.2475 5.4650 1.3393
H: -3.1044 2.2808 4.1906
H: 2.1146 1.9497 4.3564
H: -2.3903 4.7609 -2.2975
H: 3.9307 -0.8336 0.6274
H: 4.8018 1.0422 -0.4432
H: -3.4169 1.8112 -1.6548
H: -5.0908 0.8073 3.8843
H: 3.1976 -2.0170 3.0572
H: -1.3176 6.3580 -0.7305
H: -3.4176 -2.2655 0.6320
H: 2.2166 0.0976 -5.0916
H: 3.7903 2.4423 -0.6420
H: -1.8923 1.1540 -2.2642
H: 0.9206 -3.2753 2.5795
H: -0.9079 -4.6228 -0.8894
H: 2.2855 -2.6204 0.6604
H: -5.0797 -0.8541 2.0458
H: -0.3957 -2.4072 1.7743
H: -3.8383 -1.0172 -0.5308
H: -2.6534 2.5277 -3.0747
H: 3.2629 -1.1323 -0.9632
H: 0.4173 -5.8870 -2.5795


Record 5
Here is a cluster of 2 separate species, C6H8INO2 in total at a distorted geometry from the Open Molecules 2025 dataset. Energies are from ωB97M-V/def2-TZVPD.

The value obtained for the molar mass is 253.04 g mol⁻¹. Its SMILES is O=C1C[C@@H]1I.C/N=C1/CO1. The HOMO energy is -9.289 eV. As for the energy relative to the best compared isomer or geometry (same formula, charge and spin): 323.49 kJ/mol. The spin multiplicity is 1. The value obtained for the energy is -20032.43315 eV. The calculation puts the LUMO energy at -0.196 eV.

CARTESIAN COORDINATES (ANGSTROEM)
I: -2.6766 -0.6729 0.3985
O: 1.7599 -2.7194 0.3070
O: -2.7222 3.2369 0.0393
N: 0.9475 -0.4067 0.6272
C: 1.8068 0.1755 1.5439
C: 0.9977 -1.5451 0.2492
C: -1.9602 2.3563 -0.2861
C: -1.4534 1.7554 -1.5115
C: 0.7337 -2.5784 -0.7438
C: -1.4933 1.0616 -0.0607
H: 1.1434 -2.5338 -1.7400
H: -2.2680 1.5077 -2.1615
H: -0.4035 1.9925 -1.8767
H: -0.0307 -3.4037 -0.5659
H: 2.8972 -0.1109 1.3645
H: 1.6444 -0.1796 2.5849
H: 1.5381 1.1809 1.5200
H: -0.4608 0.8838 0.3118